(1)
A cluster of 7 separate species, C27H70N2O9 in total, computed with ωB97M-V/def2-TZVPD.

ΔE to the lowest compared entry with this formula, charge and spin   425.9 kJ/mol
F_max   3.2 eV/Å
DFT total energy   -50535.2727 eV
LUMO   0.46 eV
SMILES string   COCCNCCOC.COCCNCCOC.CC(C)O.CC(C)O.CC(C)O.CC(C)O.CC(C)O
HOMO energy   -8.53 eV

```
! wB97M-V def2-TZVPD RIJCOSX def2/J DEFGRID3
* xyz 0 1
C -16.328 -14.369 -4.398
O -16.557 -13.520 -5.478
C -17.574 -13.906 -6.453
C -17.789 -12.661 -7.445
N -16.894 -12.597 -8.589
C -15.456 -12.380 -8.314
C -14.800 -12.313 -9.683
O -15.115 -11.068 -10.361
C -14.382 -10.986 -11.587
H -16.246 -15.421 -4.673
H -17.129 -14.262 -3.667
H -15.397 -14.057 -3.925
H -18.484 -14.286 -5.989
H -17.303 -14.762 -7.072
H -17.840 -11.695 -6.943
H -18.812 -12.805 -7.792
H -17.312 -11.982 -9.273
H -14.825 -13.153 -7.875
H -15.347 -11.415 -7.819
H -15.099 -13.197 -10.247
H -13.739 -12.554 -9.617
H -14.596 -9.969 -11.914
H -14.892 -11.644 -12.291
H -13.298 -11.089 -11.557
C -24.745 -2.281 -17.578
O -25.185 -1.218 -18.387
C -26.582 -0.913 -18.470
C -27.038 -0.307 -19.815
N -27.186 -1.315 -20.878
C -27.730 -0.832 -22.084
C -26.949 0.159 -22.983
O -26.590 1.345 -22.198
C -25.687 2.157 -22.909
H -23.680 -2.332 -17.805
H -25.318 -3.188 -17.768
H -24.817 -2.091 -16.507
H -26.815 -0.180 -17.697
H -27.093 -1.809 -18.116
H -26.421 0.544 -20.105
H -28.069 -0.011 -19.623
H -26.285 -1.697 -21.127
H -28.691 -0.441 -21.748
H -28.068 -1.623 -22.754
H -27.640 0.401 -23.791
H -26.065 -0.370 -23.339
H -25.239 2.919 -22.271
H -26.198 2.631 -23.747
H -24.830 1.631 -23.331
C -22.858 -2.165 -5.599
C -23.740 -1.808 -4.426
C -23.176 -0.651 -3.550
O -25.031 -1.435 -5.079
H -21.877 -2.412 -5.194
H -22.774 -1.300 -6.257
H -23.250 -3.040 -6.118
H -23.748 -2.701 -3.801
H -22.712 0.049 -4.245
H -22.321 -0.952 -2.944
H -23.896 -0.123 -2.925
H -25.656 -1.579 -4.364
C -19.366 -6.117 -10.745
C -20.305 -6.868 -11.552
C -19.655 -7.356 -12.806
O -20.677 -7.936 -10.808
H -19.726 -5.909 -9.737
H -18.993 -5.181 -11.160
H -18.424 -6.652 -10.621
H -21.162 -6.221 -11.743
H -19.399 -6.526 -13.465
H -20.343 -7.966 -13.391
H -18.726 -7.883 -12.592
H -21.326 -8.405 -11.338
C -20.401 -16.390 -13.759
C -19.273 -15.597 -13.242
C -19.212 -14.109 -13.671
O -19.289 -15.735 -11.789
H -20.367 -17.453 -13.522
H -20.303 -16.414 -14.845
H -21.336 -15.949 -13.413
H -18.350 -16.044 -13.612
H -20.205 -13.740 -13.412
H -18.973 -13.936 -14.721
H -18.478 -13.573 -13.070
H -18.875 -14.970 -11.382
C -13.912 -5.073 -4.981
C -14.607 -3.686 -4.826
C -16.025 -3.860 -4.190
O -13.926 -2.935 -3.841
H -12.897 -4.850 -5.308
H -14.400 -5.693 -5.733
H -13.970 -5.692 -4.086
H -14.574 -2.923 -5.604
H -15.955 -4.315 -3.201
H -16.642 -4.622 -4.667
H -16.503 -2.882 -4.240
H -13.335 -3.536 -3.382
C -24.608 -11.038 -15.571
C -25.579 -11.239 -14.450
C -26.165 -12.593 -14.372
O -24.876 -10.911 -13.266
H -24.362 -9.977 -15.606
H -25.164 -11.532 -16.368
H -23.646 -11.544 -15.494
H -26.354 -10.486 -14.594
H -25.529 -13.412 -14.707
H -27.017 -12.651 -15.051
H -26.637 -12.847 -13.423
H -25.550 -10.712 -12.612
*
```

(2)
The molecule C3H9N3OS, computed with ωB97M-V/def2-TZVPD.

ΔE to the lowest compared entry with this formula, charge and spin   346.7 kJ/mol
F_max   4.8 eV/Å
DFT total energy   -20606.5286 eV
LUMO   0.65 eV
SMILES string   NCC/C(=N/O)NS
HOMO energy   -8.57 eV

```
! wB97M-V def2-TZVPD RIJCOSX def2/J DEFGRID3
* xyz 0 1
N -1.020 0.256 -2.245
C -0.581 1.102 -1.081
C -0.905 0.499 0.303
C 0.115 -0.535 0.629
N -0.305 -1.729 0.528
O 0.545 -2.693 0.978
N 1.365 -0.236 1.039
S 2.013 1.303 1.395
H -1.075 0.984 -3.181
H -0.434 -0.732 -2.427
H -1.072 2.030 -1.178
H 0.565 1.252 -1.067
H -0.985 1.298 1.078
H -1.896 0.070 0.091
H 0.102 -3.485 0.751
H 1.913 -0.942 1.639
H 1.658 1.557 2.747
*
```

(3)
A structure of composition C23H23AsN5O7SV, computed with ωB97M-V/def2-TZVPD.

ΔE to the lowest compared entry with this formula, charge and spin   20.3 kJ/mol
F_max   1.9 eV/Å
DFT total energy   -143356.6422 eV
LUMO (alpha / beta)   -8.44 / -8.44 eV
HOMO energy (alpha / beta)   -13.84 / -13.84 eV

```
! wB97M-V def2-TZVPD RIJCOSX def2/J DEFGRID3
* xyz 2 1
V 0.538 0.322 0.878
O -0.447 -1.156 4.376
As 1.130 -0.424 4.169
O 1.876 -1.751 3.302
O 0.595 0.487 2.564
C 1.365 -3.020 3.127
C 1.606 -3.966 4.105
C 1.173 -5.273 3.933
C 0.511 -5.653 2.775
C 0.286 -4.721 1.780
C 0.700 -3.398 1.957
S 0.348 -2.322 0.646
O 0.134 -3.042 -0.552
O 1.494 -1.287 0.580
O -0.739 -1.342 1.016
H -0.816 -1.034 5.262
H 2.155 -3.674 4.990
H 1.369 -6.003 4.708
H 0.184 -6.674 2.640
H -0.202 -5.008 0.860
C -0.993 -0.056 -1.949
N 0.213 0.370 -1.196
C 1.299 0.705 -1.777
C 2.338 1.200 -0.913
C 3.640 1.509 -1.057
C 4.130 1.910 0.257
C 3.114 1.809 1.132
N 1.961 1.350 0.458
C -0.772 -0.192 -3.424
C -0.935 0.905 -4.265
C -0.691 0.786 -5.625
C -0.280 -0.434 -6.148
C -0.117 -1.531 -5.314
C -0.360 -1.411 -3.954
H -1.757 0.693 -1.723
H -1.320 -0.997 -1.508
H 1.438 0.626 -2.852
H 4.215 1.470 -1.969
H 5.131 2.239 0.484
H 3.063 2.026 2.186
H -1.264 1.855 -3.855
H -0.828 1.637 -6.277
H -0.097 -0.531 -7.209
H 0.192 -2.483 -5.725
H -0.240 -2.270 -3.304
C -1.752 5.012 -0.700
N -1.921 3.826 0.153
C -3.011 3.682 0.934
C -3.185 2.593 1.711
C -2.194 1.576 1.664
N -1.092 1.710 0.893
C -0.914 2.871 0.120
O 0.058 3.038 -0.581
N -2.377 0.491 2.410
H -2.378 5.807 -0.305
H -2.043 4.782 -1.723
H -0.711 5.316 -0.681
H -3.730 4.489 0.900
H -4.057 2.483 2.336
H -3.242 0.407 2.917
H -1.796 -0.332 2.363
*
```

(4)
The molecule C4H7N3, computed with ωB97M-V/def2-TZVPD.

ΔE to the lowest compared entry with this formula, charge and spin   101.4 kJ/mol
F_max   1.7 eV/Å
DFT total energy   -8730.6281 eV
LUMO   0.79 eV
SMILES string   [H]/N=C(\C#N)NCC
HOMO energy   -9.60 eV

```
! wB97M-V def2-TZVPD RIJCOSX def2/J DEFGRID3
* xyz 0 1
H -2.448 0.110 1.828
N -1.510 0.225 1.480
C -1.300 -0.533 0.478
C -2.322 -1.512 0.021
N -3.197 -2.231 -0.229
N -0.132 -0.429 -0.210
C 0.979 0.563 0.237
C 1.476 1.173 -1.056
H 0.009 -1.193 -0.878
H 0.707 1.452 0.850
H 1.680 0.012 0.871
H 0.546 1.581 -1.451
H 1.856 0.396 -1.719
H 2.206 1.992 -0.977
*
```